Here is a molecular structure, C33H40F6N7O7PS from the OMol25 dataset. Energies are from ωB97M-V/def2-TZVPD.

The calculation puts the orbital gap at 7.25 eV. For the largest force on an atom, the calculation gives 5.2 eV/A. Its multiplicity is 1. As for the total energy: -3530.09414 hartree.

Each line ends with the Mulliken charge.
Geometry (Å):
S1 -3.7163 1.2161 -0.2506  1.1269
P1 -1.7966 -0.2916 -1.5992  1.3283
F1 -3.0547 -3.3948 -3.0838  -0.2533
F2 -4.3680 1.6416 -2.8056  -0.1084
F3 -3.4603 -1.4587 -3.9514  -0.2146
F4 -4.9964 3.1424 -1.4211  -0.1404
F5 -1.4145 -2.1494 -3.6326  -0.2050
F6 -2.9307 3.0535 -1.9311  -0.2351
O1 -4.8075 0.2860 -0.1529  -0.6794
O2 -1.6726 0.5709 -2.7639  -0.6411
O3 -0.3240 -0.9007 -1.2902  -0.4325
O4 -2.7485 -1.5985 -1.8569  -0.3237
O5 -3.7603 2.0885 0.8738  -0.6360
O6 2.8257 0.0812 -2.1899  -0.3727
O7 -2.2324 0.5145 -0.2146  -0.2421
N1 -8.5438 2.6198 3.6665  0.0442
N2 7.8632 -1.8758 1.7104  0.1553
N3 10.1914 -4.6594 -0.1224  0.1455
N4 -7.3676 0.7497 -1.1997  0.3209
N5 5.2647 -2.5581 4.1607  0.1273
N6 -8.7672 4.0419 -5.4307  0.0206
N7 5.4098 1.6507 0.4147  0.0519
C1 -7.9622 0.6130 -2.4228  -0.7635
C2 -10.4342 3.7150 3.3060  -0.4844
C3 2.6849 1.5457 -1.8645  -0.7137
C4 -8.0463 4.8219 -6.2947  -0.4016
C5 -8.3286 0.7969 -0.2281  -0.3779
C6 6.4426 1.1887 2.3191  -0.5542
C7 6.9191 2.4351 1.8343  -0.7919
C8 -6.7564 4.8748 -5.8379  -0.8284
C9 -9.1715 2.7229 4.8786  -0.5098
C10 -10.3464 3.4009 4.6881  -0.3695
C11 6.2611 2.6936 0.6600  -0.5341
C12 -9.3197 0.5637 -2.2306  -0.4941
C13 -7.9543 3.6021 -4.4228  -0.7345
C14 4.5887 -2.9106 6.2408  -0.6882
C15 -9.5521 0.6811 -0.8356  -0.7691
C16 -2.6462 -2.1282 -3.1400  0.8259
C17 7.9621 -4.0571 2.1094  -0.3755
C18 5.5294 -3.2568 5.3056  -0.2592
C19 11.3391 -5.5289 -1.8065  -0.4359
C20 -6.6974 4.0999 -4.6490  0.1923
C21 8.5071 -2.8392 2.4399  -0.8480
C22 11.0995 -4.3757 -1.1049  -0.5508
C23 4.1691 -1.7624 4.3567  -0.4554
C24 1.4740 0.5344 -2.1807  0.0365
C25 6.9564 -3.8195 1.1405  -0.0490
C26 5.5104 0.7323 1.4223  -0.3744
C27 10.5393 -6.5474 -1.2274  -0.6125
C28 -9.3097 3.2178 2.7024  -0.4488
C29 0.6065 0.1168 -0.8911  -0.6599
C30 9.8411 -5.9787 -0.1933  -0.1864
C31 3.7240 -1.9615 5.6378  -0.5145
C32 6.9202 -2.4652 0.9121  -1.0805
C33 -4.0133 2.3099 -1.7269  0.6165
H1 -8.5126 5.2688 -7.1570  0.3781
H2 0.9266 0.6664 -3.1427  0.4635
H3 4.5282 -3.2953 7.2460  0.3895
H4 -8.7280 2.3073 5.7682  0.3688
H5 5.7951 -2.6194 3.3051  0.4239
H6 6.3617 -3.9392 5.3553  0.3611
H7 -9.7435 3.8260 -5.5223  0.1855
H8 11.4969 -3.3806 -1.2189  0.3558
H9 -7.6581 2.1738 3.5089  0.1947
H10 6.3302 -4.5558 0.6632  0.4142
H11 -11.2323 4.2447 2.8115  0.3935
H12 2.4821 2.1476 -2.7574  0.3040
H13 9.8336 -4.0000 0.5490  0.2681
H14 6.7476 0.6851 3.2236  0.6257
H15 -7.3700 0.5613 -3.3222  0.5315
H16 -5.8316 3.9288 -4.0302  0.3696
H17 7.6589 3.0695 2.2949  0.4040
H18 12.0121 -5.6299 -2.6426  0.3885
H19 -10.0628 0.4565 -3.0048  0.4306
H20 -6.3730 0.8081 -1.0365  0.1750
H21 2.8737 -1.4788 6.0920  0.3986
H22 2.3439 1.7502 -0.8406  0.3950
H23 1.3795 -0.2296 -0.1875  0.3315
H24 9.2928 -2.5768 3.1294  0.3900
H25 4.8027 1.5714 -0.3840  0.2298
H26 6.3066 -1.8732 0.2540  0.5865
H27 8.0537 -0.8877 1.7534  0.2169
H28 -8.3393 2.9744 -3.6356  0.3950
H29 3.8006 -1.1257 3.5690  0.3051
H30 -8.0593 0.9075 0.8094  0.5731
H31 6.3254 3.5262 -0.0206  0.4025
H32 4.9125 -0.1645 1.4138  0.5657
H33 -5.9447 5.4102 -6.3035  0.3862
H34 -8.9876 3.2383 1.6740  0.4342
H35 -10.5069 0.6813 -0.3348  0.4297
H36 -11.0644 3.6441 5.4545  0.3855
H37 10.4815 -7.5792 -1.5345  0.3895
H38 0.1545 1.0922 -0.6409  0.3683
H39 9.1283 -6.3987 0.4965  0.3149
H40 8.2557 -5.0109 2.5186  0.4345

Atoms 1-2, force components in eV/Å:
-2.6 0.4 4.1
2.7 -1.1 -1.2